Computed, not measured: a cluster of 2 separate species, C4H12N2S in total in a non-equilibrium geometry, with ωB97M-V/def2-TZVPD.

Atoms and positions in Å:
C  -0.838  -0.533  0.345
N  -0.363  0.794  -0.205
C  -0.461  1.799  0.899
N  -0.476  3.096  0.347
C  -0.399  -1.749  -0.494
C  1.122  -1.990  -0.824
S  2.375  -0.816  -1.421
H  -0.590  -0.624  1.451
H  -1.931  -0.452  0.322
H  0.610  0.717  -0.498
H  0.212  1.837  1.777
H  -1.562  1.582  1.340
H  0.501  3.382  0.067
H  -1.034  3.123  -0.505
H  -0.781  -2.651  0.049
H  -0.803  -1.628  -1.529
H  1.492  -2.561  0.006
H  1.107  -2.807  -1.595
H  1.818  -0.519  0.468

Calculated values
Spin multiplicity ... 1
Energy above the lowest of the compared OMol25 structures with the same formula, charge and spin ... 4.101 eV

=====

Computed, not measured: an isolated molecule of C3H6O, with ωB97M-V/def2-TZVPD.

Atoms and positions in Å:
C  0.490  -0.576  1.645
C  -0.284  0.639  -0.154
O  0.212  -0.506  0.241
C  -0.479  0.540  -1.640
H  1.088  -1.473  1.800
H  1.035  0.315  1.952
H  -0.450  -0.639  2.193
H  0.122  1.341  -2.094
H  -0.209  -0.431  -2.078
H  -1.524  0.790  -1.867

Calculated values
Spin multiplicity ... 1
Energy above the lowest of the compared OMol25 structures with the same formula, charge and spin ... 2.828 eV

=====

Computed, not measured: an isolated molecule of C18H26N4O2S, with ωB97M-V/def2-TZVPD.

Atoms and positions in Å:
C  -5.103  0.830  -0.422
H  -4.562  1.719  -0.736
H  -6.113  1.127  -0.148
H  -5.166  0.146  -1.266
C  -4.413  0.153  0.759
C  -5.218  -1.056  1.230
H  -5.294  -1.793  0.434
H  -4.741  -1.524  2.088
H  -6.222  -0.755  1.517
H  -4.336  0.870  1.583
C  -2.992  -0.290  0.384
N  -2.138  0.833  0.090
C  -1.023  1.085  0.775
O  -0.596  0.466  1.726
N  -0.280  2.200  0.304
C  -0.331  2.720  -0.959
O  -1.328  2.739  -1.646
C  0.937  3.437  -1.404
H  0.982  4.436  -0.966
H  0.925  3.514  -2.491
S  2.457  2.588  -0.880
C  1.914  0.963  -1.201
N  0.773  0.725  -1.784
C  0.645  -0.639  -1.776
C  -0.383  -1.444  -2.249
C  -0.246  -2.806  -2.091
C  0.882  -3.364  -1.486
C  1.915  -2.579  -1.012
C  1.783  -1.209  -1.158
N  2.590  -0.147  -0.805
C  3.829  -0.182  -0.079
H  4.520  0.533  -0.540
H  4.246  -1.186  -0.179
C  3.659  0.165  1.410
C  2.655  -0.763  2.088
H  2.610  -0.546  3.152
H  1.653  -0.631  1.686
H  2.947  -1.803  1.963
C  5.022  0.085  2.093
H  5.735  0.751  1.612
H  5.411  -0.930  2.050
H  4.935  0.373  3.138
H  3.294  1.195  1.481
H  2.781  -3.021  -0.544
H  0.946  -4.437  -1.385
H  -1.027  -3.464  -2.443
H  -1.246  -1.003  -2.721
H  0.589  2.312  0.817
H  -2.312  1.389  -0.741
H  -3.030  -0.957  -0.484
H  -2.534  -0.828  1.218

Calculated values
Spin multiplicity ... 1
Energy above the lowest of the compared OMol25 structures with the same formula, charge and spin ... 0.053 eV

=====

Computed, not measured: an isolated molecule of CH2N4O, with ωB97M-V/def2-TZVPD.

Atoms and positions in Å:
O  2.200  -0.018  -0.353
C  0.596  0.045  -0.198
N  1.139  1.188  -0.291
N  -1.913  0.344  0.082
N  -1.516  -0.835  0.082
N  -0.141  -0.967  -0.079
H  2.568  -0.048  0.553
H  -2.933  0.291  0.205

Calculated values
Spin multiplicity ... 1
Energy above the lowest of the compared OMol25 structures with the same formula, charge and spin ... 5.355 eV

=====

no.,HOMO-LUMO gap (eV)
1,7.4859
2,9.5961
3,8.7673
4,9.9393